No. 1
47
Properties=species:S:1:pos:R:3:lowdin_charge:R:1 method="wB97M-V/def2-TZVPD" largest_force_ha_per_bohr=0.017 multiplicity=1 orbital_gap_ev=8.604 homo_energy_ha=-0.344 total_energy_ha=-8435.7647 smiles=C[Si](C)(C)c1nnc(CB(O)O)nn1.ClC(Cl)(Cl)Cl.ClC(Cl)(Cl)Cl.ClC(Cl)(Cl)Cl.ClC(Cl)(Cl)Cl lumo_ev=-0.77
C -0.36 -0.50 2.06 -0.194
Si -0.58 0.78 0.72 0.534
C -0.11 0.05 -0.95 -0.178
C 0.57 2.23 1.01 -0.171
C -2.39 1.36 0.60 -0.352
N -2.94 1.46 -0.62 0.041
N -4.20 1.83 -0.69 0.099
C -4.84 2.09 0.45 -0.354
C -6.29 2.46 0.35 -0.017
B -7.13 1.14 0.64 -0.614
O -7.18 0.66 1.94 0.154
O -7.80 0.48 -0.37 0.158
N -4.29 2.02 1.67 0.112
N -3.03 1.65 1.74 0.066
H -1.09 -1.31 2.02 0.029
H 0.62 -0.95 1.92 -0.021
H -0.37 -0.08 3.06 0.035
H 0.12 0.88 -1.62 0.022
H 0.73 -0.64 -0.87 -0.003
H -0.98 -0.46 -1.36 0.027
H 0.47 2.95 0.20 -0.004
H 1.59 1.84 0.94 0.034
H 0.41 2.70 1.98 0.033
H -6.51 3.22 1.10 0.118
H -6.48 2.83 -0.65 0.105
H -6.40 0.17 2.18 0.099
H -7.27 -0.23 -0.72 0.107
Cl 3.51 -4.58 -0.06 0.507
C 2.65 -3.43 0.96 -2.027
Cl 2.81 -3.90 2.66 0.544
Cl 3.39 -1.83 0.73 0.491
Cl 0.95 -3.36 0.52 0.565
Cl -3.92 4.95 -2.02 0.525
C -2.23 4.78 -2.50 -2.058
Cl -1.94 3.16 -3.13 0.535
Cl -1.86 5.98 -3.75 0.525
Cl -1.19 5.07 -1.10 0.525
Cl 9.10 -2.22 0.72 0.517
C 8.00 -0.88 0.36 -2.053
Cl 8.14 -0.46 -1.35 0.527
Cl 6.35 -1.38 0.71 0.471
Cl 8.43 0.52 1.35 0.530
Cl 7.93 -7.44 -1.82 0.530
C 6.71 -6.21 -2.16 -2.052
Cl 6.80 -5.75 -3.86 0.530
Cl 5.10 -6.86 -1.82 0.501
Cl 7.01 -4.79 -1.15 0.499



No. 2
18
Properties=species:S:1:pos:R:3:lowdin_charge:R:1 method="wB97M-V/def2-TZVPD" largest_force_ha_per_bohr=0.077 de_lowest_kcal_mol=4.3 multiplicity=1 orbital_gap_ev=10.875 homo_energy_ha=-0.374 total_energy_ha=-525.5881 lumo_ev=0.70
H -2.04 -2.05 -0.53 0.029
N -1.45 -1.39 -0.99 0.191
C -0.37 -1.21 -0.35 -0.412
O -0.06 -1.50 0.88 -0.051
C -1.04 -2.07 1.76 -0.044
C 0.67 -0.30 -1.01 -0.532
F 1.89 -0.82 -0.80 0.098
F 0.61 -0.30 -2.34 0.113
C 0.64 1.12 -0.38 -0.097
C 1.10 2.16 -1.43 -0.061
H -1.89 -2.52 1.20 0.084
H -1.27 -1.24 2.59 0.130
H -0.51 -2.77 2.52 0.114
H -0.44 1.26 -0.01 0.150
H 1.40 1.06 0.37 0.108
H 2.09 1.99 -1.79 0.082
H 0.35 2.21 -2.17 0.071
H 1.26 3.02 -0.93 0.027



No. 3
12
Properties=species:S:1:pos:R:3:lowdin_charge:R:1 method="wB97M-V/def2-TZVPD" largest_force_ha_per_bohr=0.067 de_lowest_kcal_mol=9.7 multiplicity=1 orbital_gap_ev=10.917 homo_energy_ha=-0.386 total_energy_ha=-397.8212 smiles="CC(=O)NC(=O)O" lumo_ev=0.41
C -0.83 1.66 0.53 0.002
C 0.54 1.04 0.58 -0.468
O 1.53 1.67 0.85 0.092
N 0.68 -0.32 0.16 0.171
C -0.18 -1.08 -0.63 -0.534
O 0.19 -1.99 -1.32 0.122
O -1.48 -1.02 -0.17 0.082
H -0.71 2.73 0.44 0.086
H -1.45 1.27 -0.28 0.072
H -1.41 1.43 1.43 0.101
H 1.56 -0.75 0.37 0.157
H -1.99 -1.71 -0.59 0.117



No. 4
63
Properties=species:S:1:pos:R:3:lowdin_charge:R:1 method="wB97M-V/def2-TZVPD" largest_force_ha_per_bohr=0.069 multiplicity=1 orbital_gap_ev=8.392 homo_energy_ha=-0.211 total_energy_ha=-2291.8632 total_charge=-1 lumo_ev=2.65
Cl -0.98 -0.32 -0.39 0.623
O -1.54 0.34 0.77 -0.346
O -1.65 -1.54 -0.71 -0.364
O -0.88 0.52 -1.55 -0.361
O 0.37 -0.71 -0.06 -0.384
C -4.58 0.97 -0.81 -0.146
O -6.01 0.93 -0.66 -0.140
H -4.11 0.94 0.18 0.064
H -4.29 0.04 -1.31 0.075
H -4.25 1.83 -1.37 0.079
H -6.21 0.04 -0.34 0.062
C -2.20 3.62 1.03 -0.160
O -1.86 3.07 2.29 -0.136
H -1.36 3.50 0.34 0.080
H -3.08 3.12 0.62 0.060
H -2.37 4.69 1.11 0.074
H -1.45 2.24 2.03 0.035
C -1.01 -4.41 1.21 -0.165
O -1.70 -3.55 2.10 -0.132
H -1.21 -4.13 0.17 0.064
H 0.06 -4.23 1.36 0.077
H -1.27 -5.45 1.41 0.072
H -1.52 -2.64 1.82 0.054
N 2.67 3.72 2.88 0.014
C 3.81 3.55 2.11 -0.134
C 3.46 2.81 1.02 -0.097
C 2.08 2.46 1.13 -0.081
C 1.65 3.04 2.30 -0.181
H 2.62 4.28 3.71 0.140
H 4.77 3.92 2.43 0.099
H 4.09 2.51 0.19 0.092
H 1.51 1.86 0.44 0.084
H 0.64 3.03 2.68 0.104
N -1.57 -2.79 -3.38 0.027
C -0.78 -2.22 -4.37 -0.120
C -0.47 -3.21 -5.25 -0.138
C -1.14 -4.39 -4.87 -0.123
C -1.86 -4.06 -3.73 -0.152
H -1.89 -2.33 -2.55 0.099
H -0.39 -1.23 -4.18 0.094
H 0.20 -3.13 -6.10 0.083
H -1.19 -5.36 -5.34 0.079
H -2.56 -4.69 -3.19 0.102
N 1.53 0.15 3.85 0.023
C 1.48 0.33 5.22 -0.143
C 1.10 -0.88 5.77 -0.129
C 0.85 -1.77 4.70 -0.113
C 1.07 -1.07 3.53 -0.135
H 1.57 0.96 3.25 0.097
H 1.70 1.29 5.65 0.094
H 1.14 -1.11 6.82 0.079
H 0.51 -2.79 4.75 0.086
H 0.97 -1.36 2.50 0.099
C 2.14 2.06 -3.85 -0.249
S 3.40 0.72 -3.75 0.803
O 4.57 1.39 -3.10 -0.580
C 2.55 -0.23 -2.49 -0.274
H 2.51 2.79 -4.56 0.038
H 2.08 2.46 -2.84 0.049
H 1.11 1.74 -4.00 0.050
H 1.54 -0.53 -2.74 0.034
H 2.50 0.37 -1.57 0.045
H 3.12 -1.14 -2.32 0.054



No. 5
171
Properties=species:S:1:pos:R:3:lowdin_charge:R:1 method="wB97M-V/def2-TZVPD" largest_force_ha_per_bohr=0.028 multiplicity=1 orbital_gap_ev=8.318 homo_energy_ha=-0.309 total_energy_ha=-9989.1457 smiles="CCSC[C@@H](CC(=O)N(C)C)OC(=O)OCCNC[C@H](C)O.O=S1(=O)OCCO1.O=S1(=O)OCCO1.O=S1(=O)OCCO1.O=S1(=O)OCCO1.O=S1(=O)OCCO1.O=S1(=O)OCCO1.O=S1(=O)OCCO1.O=S1(=O)OCCO1.O=S1(=O)OCCO1.O=S1(=O)OCCO1.O=S1(=O)OCCO1" lumo_ev=-0.08
C -2.27 2.93 -4.15 -0.155
C -2.96 3.75 -3.05 -0.524
S -2.57 3.15 -1.39 0.929
C -4.20 2.97 -0.60 -0.384
C -4.49 1.49 -0.37 -0.316
C -3.34 0.74 0.33 -0.073
C -2.62 -0.24 -0.57 -0.451
O -3.19 -0.93 -1.37 0.121
N -1.19 -0.31 -0.38 -0.155
C -0.47 0.19 -1.59 -0.050
C -0.85 -1.72 -0.15 -0.096
O -5.77 1.28 0.24 0.002
C -5.95 1.85 1.46 -0.559
O -6.78 2.70 1.65 0.171
O -5.18 1.32 2.45 -0.005
C -4.29 2.29 3.06 -0.134
C -3.20 1.55 3.81 -0.203
N -2.01 2.38 3.85 -0.047
C -0.95 1.77 4.66 -0.195
C 0.43 2.23 4.26 -0.428
C 1.52 1.50 5.03 -0.045
O 0.56 3.64 4.50 -0.039
H -2.46 1.87 -3.99 0.058
H -1.20 3.12 -4.16 0.072
H -2.67 3.23 -5.12 0.068
H -4.04 3.79 -3.25 0.064
H -2.57 4.77 -3.11 0.067
H -4.26 3.57 0.31 0.075
H -4.91 3.39 -1.32 0.087
H -4.56 1.04 -1.36 0.148
H -2.61 1.40 0.80 0.101
H -3.76 0.13 1.14 0.126
H -1.20 0.46 -2.35 0.070
H 0.09 1.09 -1.33 0.042
H 0.19 -0.60 -1.95 0.078
H -1.01 -2.32 -1.06 0.079
H -1.46 -2.13 0.65 0.088
H 0.21 -1.80 0.10 0.081
H -3.81 2.86 2.26 0.109
H -4.87 2.97 3.68 0.137
H -3.01 0.56 3.36 0.119
H -3.53 1.34 4.84 0.127
H -1.64 2.44 2.90 0.104
H -0.99 0.67 4.61 0.126
H -1.10 2.05 5.71 0.116
H 0.59 2.07 3.18 0.142
H 2.50 1.84 4.70 0.074
H 1.46 0.42 4.88 0.082
H 1.43 1.72 6.10 0.072
H 0.98 4.06 3.75 0.086
O -5.72 -1.91 0.89 -0.213
S -6.95 -1.71 0.19 0.614
O -7.34 -0.43 -0.25 -0.195
O -8.12 -2.37 1.07 -0.183
C -8.82 -3.36 0.30 -0.160
C -7.79 -3.88 -0.68 -0.170
O -7.03 -2.73 -1.04 -0.177
H -9.65 -2.87 -0.22 0.138
H -9.22 -4.13 0.95 0.131
H -8.23 -4.34 -1.55 0.111
H -7.11 -4.60 -0.19 0.133
O 1.55 2.88 -1.44 -0.229
S 2.65 1.98 -1.35 0.581
O 2.76 0.87 -2.22 -0.218
O 2.75 1.46 0.17 -0.192
C 4.05 1.76 0.70 -0.150
C 4.48 3.00 -0.04 -0.150
O 4.01 2.81 -1.38 -0.214
H 4.71 0.91 0.48 0.133
H 3.99 1.91 1.77 0.130
H 5.56 3.14 -0.05 0.110
H 4.01 3.89 0.37 0.138
O 7.64 1.30 -1.82 -0.233
S 6.61 0.88 -2.72 0.595
O 5.47 1.69 -2.94 -0.206
O 6.13 -0.57 -2.30 -0.233
C 6.28 -1.49 -3.39 -0.163
C 7.45 -0.94 -4.18 -0.138
O 7.27 0.48 -4.12 -0.176
H 5.36 -1.47 -3.98 0.114
H 6.45 -2.49 -3.02 0.130
H 7.45 -1.28 -5.22 0.138
H 8.40 -1.20 -3.71 0.130
O -0.41 1.48 10.45 -0.216
S -0.78 2.34 9.38 0.579
O -1.78 1.96 8.44 -0.224
O 0.53 2.77 8.60 -0.196
C 0.65 4.20 8.57 -0.146
C -0.04 4.65 9.84 -0.149
O -1.16 3.77 9.96 -0.182
H 0.15 4.57 7.68 0.136
H 1.70 4.49 8.54 0.138
H -0.37 5.68 9.80 0.138
H 0.60 4.52 10.72 0.135
O -4.95 5.91 -5.19 -0.223
S -6.29 6.01 -5.64 0.595
O -6.87 7.26 -5.96 -0.212
O -7.22 5.23 -4.61 -0.188
C -7.97 4.20 -5.28 -0.158
C -7.08 3.79 -6.43 -0.161
O -6.50 5.03 -6.88 -0.188
H -8.91 4.63 -5.62 0.134
H -8.17 3.38 -4.59 0.137
H -7.63 3.32 -7.24 0.135
H -6.28 3.13 -6.11 0.132
O 4.68 -3.21 -5.43 -0.226
S 3.86 -4.36 -5.28 0.596
O 3.68 -5.29 -6.34 -0.218
O 2.43 -3.89 -4.74 -0.175
C 2.12 -4.55 -3.50 -0.144
C 3.47 -4.81 -2.87 -0.147
O 4.32 -5.16 -3.98 -0.183
H 1.60 -5.48 -3.73 0.136
H 1.48 -3.92 -2.89 0.136
H 3.45 -5.62 -2.14 0.138
H 3.87 -3.91 -2.40 0.132
O 7.34 4.70 0.25 -0.224
S 8.41 5.60 0.02 0.599
O 8.48 6.85 0.68 -0.210
O 8.53 5.82 -1.56 -0.180
C 9.84 5.46 -2.01 -0.154
C 10.30 4.39 -1.04 -0.154
O 9.79 4.83 0.23 -0.187
H 10.48 6.35 -1.96 0.134
H 9.80 5.11 -3.04 0.137
H 11.38 4.29 -1.00 0.135
H 9.84 3.42 -1.28 0.128
O 7.53 -1.46 -0.64 -0.210
S 8.61 -2.36 -0.45 0.605
O 8.76 -3.49 -1.30 -0.217
O 8.64 -2.83 1.08 -0.182
C 9.91 -2.53 1.67 -0.155
C 10.40 -1.32 0.91 -0.155
O 9.99 -1.56 -0.44 -0.182
H 10.57 -3.39 1.52 0.135
H 9.79 -2.35 2.74 0.136
H 11.48 -1.20 0.96 0.136
H 9.92 -0.40 1.26 0.136
O 7.62 -5.57 -11.51 -0.222
S 6.37 -4.90 -11.47 0.600
O 5.84 -4.25 -12.62 -0.219
O 6.39 -3.87 -10.24 -0.186
C 5.31 -4.16 -9.34 -0.165
C 5.07 -5.63 -9.49 -0.170
O 5.25 -5.89 -10.89 -0.186
H 4.45 -3.57 -9.65 0.138
H 5.59 -3.89 -8.32 0.124
H 4.07 -5.93 -9.18 0.131
H 5.80 -6.22 -8.94 0.137
O -5.98 -0.92 12.85 -0.223
S -5.03 0.12 12.66 0.596
O -4.93 1.21 13.56 -0.220
O -5.19 0.67 11.17 -0.183
C -3.95 0.56 10.45 -0.164
C -3.26 -0.63 11.08 -0.155
O -3.57 -0.51 12.47 -0.185
H -3.38 1.48 10.60 0.113
H -4.14 0.43 9.39 0.136
H -2.18 -0.61 10.93 0.125
H -3.67 -1.57 10.71 0.134
O -10.05 -5.84 -2.06 -0.226
S -9.83 -7.24 -2.21 0.602
O -9.97 -7.88 -3.46 -0.202
O -10.69 -8.01 -1.11 -0.183
C -9.84 -8.82 -0.28 -0.154
C -8.51 -8.09 -0.28 -0.159
O -8.38 -7.59 -1.62 -0.191
H -9.75 -9.80 -0.74 0.136
H -10.27 -8.91 0.71 0.137
H -7.67 -8.73 -0.04 0.137
H -8.52 -7.23 0.40 0.127



No. 6
43
Properties=species:S:1:pos:R:3:lowdin_spin:R:1 method="wB97M-V/def2-TZVPD" largest_force_ha_per_bohr=0.038 de_lowest_kcal_mol=3.4 multiplicity=5 orbital_gap_ev="5.625 / 7.184" homo_energy_ha="-0.525 / -0.525" total_energy_ha=-4602.6267 s_squared=6.0646 total_charge=+2 lumo_ev="-8.66 / -7.11"
Mn 0.11 -0.34 -0.24 3.872
N 2.36 0.17 0.23 0.059
C 3.10 -1.00 0.75 0.004
C 2.23 -1.70 1.78 0.001
N 0.91 -2.06 1.24 0.021
C 1.01 -3.30 0.42 0.001
C 0.16 -3.24 -0.84 0.003
N 0.41 -1.95 -1.52 -0.022
C -0.06 -2.21 2.34 0.002
C -1.49 -2.27 1.84 0.004
N -1.74 -1.11 0.97 0.046
H 2.37 0.91 0.93 0.001
H 2.85 0.55 -0.58 0.001
H 3.33 -1.66 -0.09 0.000
H 4.04 -0.72 1.22 0.001
H 2.75 -2.58 2.18 0.000
H 2.08 -1.00 2.61 0.000
H 2.05 -3.43 0.13 0.000
H 0.73 -4.17 1.01 0.000
H 0.42 -4.08 -1.49 -0.001
H -0.90 -3.31 -0.61 0.000
H 1.35 -1.94 -1.92 0.003
H -0.22 -1.86 -2.32 0.002
H 0.17 -3.09 2.95 0.000
H 0.04 -1.33 2.98 0.000
H -1.66 -3.19 1.27 0.000
H -2.16 -2.29 2.70 0.001
H -2.59 -1.25 0.44 0.002
H -1.92 -0.30 1.56 0.001
Br -2.84 7.13 -2.42 0.003
C -2.11 5.47 -1.91 0.006
C -1.54 4.65 -2.89 -0.001
C -1.02 3.43 -2.51 0.003
C -1.05 3.04 -1.17 0.001
C -1.61 3.88 -0.19 0.003
C -2.14 5.10 -0.57 0.000
C -0.54 1.74 -0.81 0.016
O -0.39 1.35 0.41 -0.017
O -0.21 0.86 -1.70 -0.017
H -1.51 4.97 -3.92 0.000
H -0.58 2.78 -3.25 0.000
H -1.61 3.59 0.85 0.000
H -2.58 5.75 0.17 0.000



No. 7
17
Properties=species:S:1:pos:R:3:lowdin_charge:R:1 method="wB97M-V/def2-TZVPD" largest_force_ha_per_bohr=0.109 de_lowest_kcal_mol=82.4 multiplicity=1 orbital_gap_ev=9.618 homo_energy_ha=-0.333 total_energy_ha=-288.8857 smiles="C=CO.CCN" lumo_ev=0.56
C -1.89 0.94 5.45 -0.039
C -1.67 0.42 4.26 -0.339
O -2.27 -0.48 3.44 0.016
H -1.37 1.92 5.87 0.102
H -2.54 0.28 6.12 0.077
H -0.75 0.93 3.74 0.127
H -2.27 -0.23 2.56 0.056
C 0.43 -0.95 -2.45 -0.116
C 1.01 0.05 -3.43 -0.291
N 2.59 0.24 -3.58 -0.062
H 0.87 -1.86 -2.76 0.055
H -0.64 -0.92 -2.60 0.065
H 0.72 -0.70 -1.40 0.082
H 0.66 1.07 -3.42 0.084
H 0.97 -0.41 -4.44 0.088
H 3.02 -0.12 -4.51 0.078
H 3.13 -0.19 -2.84 0.017



No. 8
20
Properties=species:S:1:pos:R:3:lowdin_spin:R:1 method="wB97M-V/def2-TZVPD" largest_force_ha_per_bohr=0.035 de_lowest_kcal_mol=29.1 multiplicity=2 orbital_gap_ev="11.556 / 6.741" homo_energy_ha="-0.548 / -0.547" total_energy_ha=-365.1007 s_squared=0.7552 total_charge=+1 lumo_ev="-3.35 / -8.14"
C 1.71 -0.69 0.34 0.006
C 0.25 -0.31 0.29 0.154
C -0.07 0.81 1.42 0.148
C -1.54 1.04 1.74 0.010
O -2.35 -0.16 1.66 0.009
N -0.17 0.09 -0.97 0.563
H 1.96 -1.27 1.22 0.000
H 2.30 0.24 0.40 0.004
H 2.06 -1.18 -0.56 0.002
H -0.43 -1.08 0.68 0.053
H 0.51 0.42 2.25 0.011
H 0.39 1.69 1.05 0.002
H -1.65 1.31 2.77 0.006
H -2.01 1.79 1.09 0.000
H -2.37 -0.47 0.75 0.000
H 0.52 0.41 -1.65 0.016
H -1.03 0.63 -1.07 0.016
H 1.59 -0.04 -4.21 0.000
H 1.25 -1.39 -3.61 0.000
O 1.84 -0.63 -3.48 0.001



No. 9
85
Properties=species:S:1:pos:R:3:lowdin_charge:R:1 method="wB97M-V/def2-TZVPD" largest_force_ha_per_bohr=0.009 de_lowest_kcal_mol=0.0 multiplicity=1 orbital_gap_ev=8.450 homo_energy_ha=-0.386 total_energy_ha=-4182.9749 total_charge=+1 lumo_ev=-2.05
Ir -1.10 -0.13 -0.32 1.386
C 1.52 -3.68 -3.81 -0.039
N 1.37 -2.93 -2.57 -0.149
C 2.24 -3.30 -1.48 -0.054
C 0.46 -1.90 -2.47 -0.375
N -0.27 -1.76 -1.38 -0.037
C -0.52 -2.99 -0.61 -0.183
C -1.82 -2.82 0.16 -0.141
N -1.74 -1.58 0.98 -0.284
C -3.11 -1.08 1.32 -0.149
C -3.02 0.35 1.84 -0.153
N -2.00 1.13 1.11 -0.024
C -1.75 2.34 1.60 -0.345
N -0.93 3.28 1.04 -0.140
C -1.02 3.88 -0.29 -0.040
C 0.04 3.93 1.90 -0.045
N -2.33 2.74 2.79 -0.166
C -2.13 2.10 4.08 -0.066
C -2.85 4.10 2.89 -0.033
C -0.86 -1.74 2.17 -0.115
C 0.12 -0.57 2.26 -0.170
N 0.58 -0.18 0.93 -0.044
C 1.87 -0.11 0.67 -0.366
N 2.83 -0.78 1.41 -0.160
C 4.06 -0.13 1.81 -0.041
C 2.72 -2.16 1.81 -0.055
N 2.36 0.70 -0.29 -0.125
C 1.65 1.87 -0.78 -0.047
C 3.55 0.37 -1.06 -0.036
N 0.34 -1.08 -3.52 -0.121
C -0.97 -0.63 -3.98 -0.044
C 1.43 -0.84 -4.45 -0.046
H 1.36 -4.74 -3.62 0.098
H 0.78 -3.35 -4.53 0.093
H 2.52 -3.56 -4.24 0.096
H 3.28 -3.27 -1.82 0.102
H 2.12 -2.58 -0.67 0.050
H 2.03 -4.30 -1.10 0.103
H -0.60 -3.85 -1.27 0.139
H 0.29 -3.20 0.09 0.076
H -2.65 -2.70 -0.53 0.125
H -2.01 -3.69 0.81 0.140
H -3.69 -1.12 0.41 0.103
H -3.56 -1.73 2.08 0.139
H -4.00 0.84 1.74 0.147
H -2.79 0.29 2.90 0.079
H -1.99 3.68 -0.72 0.064
H -0.91 4.95 -0.15 0.098
H -0.24 3.52 -0.97 0.061
H -0.02 3.56 2.92 0.091
H 1.06 3.73 1.53 0.085
H -0.10 5.01 1.90 0.093
H -1.40 1.30 4.01 0.072
H -1.74 2.84 4.79 0.099
H -3.06 1.70 4.49 0.098
H -3.14 4.46 1.91 0.104
H -3.75 4.08 3.52 0.099
H -2.14 4.80 3.35 0.086
H -1.47 -1.81 3.07 0.135
H -0.32 -2.68 2.07 0.111
H -0.39 0.29 2.69 0.078
H 0.93 -0.82 2.94 0.115
H 4.02 0.94 1.60 0.097
H 4.20 -0.25 2.89 0.097
H 4.94 -0.56 1.31 0.093
H 1.83 -2.62 1.38 0.059
H 3.59 -2.72 1.46 0.102
H 2.67 -2.27 2.90 0.098
H 1.09 1.66 -1.69 0.073
H 0.95 2.22 -0.03 0.047
H 2.38 2.65 -0.98 0.107
H 3.93 -0.61 -0.79 0.083
H 3.29 0.35 -2.12 0.087
H 4.34 1.11 -0.92 0.100
H -1.71 -0.96 -3.26 0.058
H -1.01 0.45 -4.07 0.068
H -1.18 -1.08 -4.95 0.109
H 2.39 -1.07 -3.99 0.084
H 1.33 -1.43 -5.36 0.091
H 1.42 0.21 -4.73 0.102
O -2.83 -0.30 -1.41 -0.561
Se -2.81 1.28 -2.07 0.858
O -3.11 1.28 -3.64 -0.404
O -1.14 1.44 -1.73 -0.592
O -3.70 2.25 -1.15 -0.430